# C3H9NO2

2 unconnected molecules or ions with the total composition C3H9NO2 (wB97M-V/def2-TZVPD, the Open Molecules 2025 dataset).

XYZ file:
```
15
Properties=species:S:1:pos:R:3:nbo_charge:R:1
C -0.595 -2.653 -0.956 -0.71
C -0.482 -1.313 -0.304 0.66
N 0.070 -0.372 -1.024 -0.81
O -0.898 -1.203 0.838 -0.66
H 0.325 -3.186 -0.597 0.24
H -0.724 -2.545 -2.008 0.21
H -1.434 -3.222 -0.555 0.24
H 0.133 0.548 -0.563 0.42
H 0.445 -0.496 -1.903 0.39
C 1.224 2.802 1.157 -0.24
O 0.367 2.170 0.267 -0.74
H 0.691 3.649 1.504 0.17
H 1.776 2.202 1.886 0.18
H 2.061 3.177 0.460 0.17
H -0.398 1.719 0.731 0.48
```

Its SMILES is CC(N)=O.CO. The calculation puts the orbital gap at 10.31 eV. The net charge is 0. The value obtained for the total energy is -8841.67121 eV. Its energy above the lowest of the compared OMol25 structures with the same formula, charge and spin is 29.6 kcal per mole. For the HOMO energy, the calculation gives -9.459 eV.